Formula: C31H33N4O4PdS3
Source: the OMol25 dataset
Level of theory: ωB97M-V/def2-TZVPD

Properties
**E**: -3043.261566 a.u.
**Spin multiplicity**: 3
**Energy relative to the best compared isomer or geometry (same formula, charge and spin)**: 12.5 kcal per mole
**Highest occupied orbital energy (spin up / spin down)**: -10.91 / -11.26 eV
**Total charge**: +1
**Frontier orbital gap (spin up / spin down)**: 7.58 / 5.83 eV

Last column: Mulliken spin population.
Cartesian coordinates (Å):
Pd  -0.54  0.21  -0.22  0.855
S  -3.50  -0.56  0.39  -0.004
S  1.58  4.77  -4.35  0.000
S  3.55  1.45  0.50  0.002
O  -1.76  0.80  -2.42  0.027
O  3.46  2.90  0.11  0.000
O  -3.61  -0.84  -1.02  0.026
O  -4.51  -1.11  1.25  0.004
N  -1.94  -1.00  0.80  0.383
N  0.77  1.47  -1.31  0.060
N  0.67  -1.55  0.95  0.032
N  -2.71  4.62  -5.94  0.000
C  1.40  2.14  -3.52  -0.002
C  -2.08  -4.22  2.59  -0.055
C  -4.70  3.20  0.20  0.004
C  2.48  -2.89  1.77  -0.027
C  -3.73  1.85  -3.42  0.002
C  -0.09  4.73  -5.00  0.000
C  -1.09  5.46  -4.39  0.000
C  4.44  0.60  -0.85  0.000
C  -0.73  -4.46  2.74  0.282
C  -0.41  3.96  -6.10  0.000
C  -4.60  1.83  0.10  -0.001
C  -3.48  1.18  0.62  0.024
C  -0.19  -2.41  1.52  0.047
C  0.23  -3.55  2.21  -0.031
C  -2.35  2.05  -2.81  0.002
C  -2.54  -3.09  1.95  0.213
C  -2.59  3.27  1.36  0.003
C  -2.38  5.37  -4.89  0.000
C  -1.73  3.93  -6.53  0.000
C  -1.63  -2.13  1.41  0.102
C  5.69  -0.04  -0.27  0.000
C  -3.68  3.93  0.81  -0.002
C  1.10  1.17  -2.58  0.003
C  0.78  2.75  -0.95  0.012
C  1.61  -3.78  2.35  0.035
C  1.96  -1.80  1.06  -0.010
C  6.19  0.95  0.79  0.000
C  1.04  3.79  -1.83  -0.002
C  -2.48  1.89  1.28  -0.012
C  1.33  3.48  -3.14  0.000
C  4.97  1.28  1.63  0.000
H  0.56  2.96  0.09  -0.002
H  5.45  -0.99  0.21  0.000
H  -0.87  6.09  -3.53  0.000
H  5.03  2.22  2.18  0.000
H  -2.80  -4.93  2.98  0.003
H  2.62  -1.11  0.56  0.034
H  -3.68  1.13  -4.23  0.000
H  1.02  4.81  -1.49  0.000
H  7.01  0.54  1.39  0.000
H  3.55  -3.03  1.84  0.001
H  -1.81  3.84  1.86  0.001
H  6.44  -0.24  -1.04  0.000
H  -0.39  -5.34  3.26  0.004
H  1.97  -4.64  2.89  0.002
H  -3.60  -2.90  1.86  0.002
H  0.35  3.38  -6.62  0.000
H  4.68  1.42  -1.54  0.000
H  -1.67  1.38  1.77  -0.008
H  -3.19  5.93  -4.44  0.000
H  -1.68  2.50  -3.55  0.002
H  -4.44  1.49  -2.67  0.000
H  -2.40  2.72  -1.95  0.001
H  -3.75  5.01  0.88  0.000
H  1.11  0.12  -2.84  -0.001
H  -2.48  0.18  -2.21  -0.011
H  -2.02  3.33  -7.39  0.000
H  -4.10  2.79  -3.83  0.000
H  3.77  -0.09  -1.35  0.001
H  6.56  1.86  0.30  0.000
H  -5.57  3.71  -0.20  0.000
H  1.64  1.86  -4.53  -0.001
H  -5.39  1.25  -0.38  0.000
H  4.73  0.47  2.32  0.000

---

Formula: C31H34BrCl2F3HfN5O5S
Source: the OMol25 dataset
Level of theory: ωB97M-V/def2-TZVPD

Properties
**E**: -6091.224846 a.u.
**Spin multiplicity**: 1
**Energy relative to the best compared isomer or geometry (same formula, charge and spin)**: 30.4 kcal per mole
**Highest occupied orbital energy**: -16.16 eV
**Total charge**: +3
**Frontier orbital gap**: 7.48 eV

Last column: Löwdin charge in e.
Cartesian coordinates (Å):
Hf  -1.37  0.05  0.19  1.660
Br  -0.10  2.54  -4.39  0.799
Cl  0.63  -2.87  -2.23  0.671
Cl  -1.33  -0.66  -2.58  0.631
S  -1.43  0.64  2.99  0.625
F  0.15  2.64  2.53  0.153
F  0.44  1.66  4.44  0.191
F  -1.26  2.96  4.14  0.215
O  0.58  0.43  -0.17  -0.232
O  -0.45  -0.24  2.30  -0.352
O  -2.18  0.10  4.05  -0.166
O  -1.32  -2.00  0.35  -0.258
O  -2.22  1.18  1.81  -0.375
N  -3.58  -0.37  -0.15  -0.075
N  1.89  0.78  -3.59  0.032
N  3.32  -0.70  0.98  0.125
N  0.76  -3.38  1.34  0.106
N  -1.63  1.98  -0.92  -0.093
C  4.23  0.99  -4.09  -0.040
C  -2.28  -4.02  3.25  0.074
C  0.74  2.70  -0.74  -0.129
C  2.73  -1.57  -0.05  -0.166
C  1.49  3.88  -0.82  0.074
C  2.60  1.62  0.35  -0.091
C  -4.48  -4.37  4.45  -0.012
C  -4.11  -1.27  0.60  -0.040
C  -4.54  0.50  -0.88  -0.168
C  -0.66  2.81  -1.13  -0.107
C  3.32  0.60  1.07  0.052
C  -4.18  -2.86  2.45  0.078
C  1.70  1.91  -4.24  -0.727
C  2.70  2.67  -4.85  -0.090
C  2.97  -3.04  0.26  -0.154
C  -3.42  -2.22  1.46  -0.110
C  2.21  -3.62  1.45  -0.115
C  -3.64  -3.75  3.37  -0.216
C  -0.09  -3.74  2.24  0.056
C  -3.91  1.44  -1.88  -0.181
C  -0.29  -1.90  -3.37  -0.844
C  3.15  0.34  -3.53  -0.142
C  2.78  3.98  -0.30  -0.222
C  -1.49  -3.45  2.24  -0.101
C  -2.97  2.49  -1.30  -0.169
C  -2.06  -2.55  1.32  -0.268
C  3.55  5.27  -0.39  -0.012
C  3.28  2.86  0.32  0.058
C  3.99  2.18  -4.76  -0.029
C  1.30  1.53  -0.20  -0.256
C  -0.46  2.09  3.58  -0.672
H  3.29  -0.61  -3.02  0.089
H  1.68  -1.32  -0.15  0.059
H  2.39  -4.69  1.48  0.146
H  -4.73  1.98  -2.35  0.139
H  -5.24  -2.62  2.52  0.147
H  -5.20  -1.32  0.64  0.159
H  2.99  6.08  0.07  0.100
H  3.97  -1.16  1.61  0.172
H  4.03  -3.22  0.42  0.138
H  0.39  -1.33  -3.98  0.021
H  4.25  2.92  0.80  0.138
H  4.80  2.73  -5.23  0.127
H  1.03  4.75  -1.26  0.148
H  -1.82  -4.70  3.95  0.143
H  -0.96  -2.55  -3.92  0.053
H  4.02  0.98  1.80  0.163
H  4.51  5.19  0.11  0.091
H  0.30  -4.29  3.09  0.169
H  -5.08  1.08  -0.13  0.142
H  -3.99  -5.23  4.89  0.092
H  2.46  3.58  -5.38  0.112
H  3.73  5.54  -1.43  0.098
H  -2.84  3.29  -2.02  0.127
H  2.72  -3.60  -0.64  0.096
H  -5.44  -4.70  4.05  0.098
H  2.55  -3.20  2.40  0.136
H  3.20  -1.31  -1.00  0.120
H  -0.91  3.77  -1.59  0.128
H  5.22  0.57  -4.03  0.117
H  -5.26  -0.14  -1.38  0.138
H  -3.42  2.93  -0.40  0.139
H  -3.42  0.89  -2.69  0.074
H  -4.68  -3.65  5.24  0.103
H  0.39  -2.90  0.52  0.090

---

Formula: C31H34BrGeIN4O3SSn
Source: the OMol25 dataset
Level of theory: ωB97M-V/def2-TZVPD

Properties
**E**: -7207.504264 a.u.
**Spin multiplicity**: 1
**Energy relative to the best compared isomer or geometry (same formula, charge and spin)**: 7.2 kcal per mole
**Highest occupied orbital energy**: -7.69 eV
**Frontier orbital gap**: 7.40 eV

Last column: Löwdin charge in e.
Cartesian coordinates (Å):
I  16.55  12.17  5.99  0.772
Sn  13.39  10.15  10.83  1.129
Br  17.33  9.04  9.92  0.722
Ge  13.31  6.63  9.85  0.749
S  11.20  7.00  14.24  1.045
O  12.11  11.46  14.86  0.078
O  13.39  14.89  6.12  0.025
O  13.61  10.72  12.81  -0.408
N  14.55  14.14  7.94  0.135
N  11.24  9.78  11.30  -0.056
N  15.69  10.19  13.87  0.010
N  16.36  9.83  12.78  0.024
C  13.69  7.95  11.25  -0.475
C  10.79  8.84  12.14  -0.220
C  10.44  10.76  10.96  -0.170
C  9.10  10.85  11.28  -0.034
C  14.88  5.53  10.03  -0.228
C  8.61  9.82  12.07  -0.045
C  19.57  10.24  11.14  -0.100
C  14.41  14.38  6.60  -0.623
C  14.27  9.86  13.74  -0.391
C  21.36  11.81  11.99  -0.037
C  12.62  10.50  15.63  -0.307
C  21.22  10.73  14.54  -0.084
C  15.58  14.04  5.65  -0.562
C  13.67  9.71  15.16  -0.082
C  22.17  12.30  13.03  -0.092
C  13.71  8.53  17.30  -0.098
C  14.22  8.73  16.03  -0.045
C  17.45  10.39  12.44  -0.219
C  11.62  5.80  10.23  -0.199
C  12.97  7.53  12.45  -0.468
C  20.42  10.81  12.24  -0.227
C  12.67  6.11  14.30  -0.376
C  13.25  7.34  8.00  -0.218
C  11.71  7.88  12.82  -0.431
C  9.45  8.86  12.59  -0.018
C  12.56  9.25  17.68  -0.092
C  13.52  6.54  13.35  -0.153
C  20.38  10.24  13.55  -0.042
C  18.25  9.98  11.32  -0.634
C  12.03  10.18  16.83  -0.037
C  22.03  11.81  14.29  -0.114
H  13.45  6.45  7.34  0.038
H  14.96  5.28  11.08  -0.013
H  22.86  13.11  12.79  0.108
H  13.74  14.23  8.55  0.109
H  16.32  14.81  5.84  0.050
H  14.80  7.97  11.45  0.033
H  12.09  8.99  18.61  0.097
H  7.55  9.81  12.35  0.121
H  15.11  14.10  4.68  0.049
H  14.08  7.78  17.99  0.098
H  21.15  10.33  15.56  0.113
H  15.11  8.22  15.64  0.119
H  20.04  10.13  10.15  0.109
H  10.86  6.45  9.81  0.018
H  12.91  5.45  15.14  0.087
H  15.80  11.10  14.30  0.151
H  19.72  9.39  13.65  0.112
H  8.49  11.69  10.94  0.114
H  12.26  7.71  7.74  0.012
H  14.86  4.49  9.52  0.053
H  11.12  10.80  17.02  0.134
H  12.56  11.40  14.03  0.039
H  15.16  13.37  8.18  0.032
H  21.33  12.23  10.99  0.114
H  14.53  6.17  13.17  0.118
H  11.31  5.58  11.26  0.031
H  14.31  8.84  13.37  0.080
H  22.66  12.16  15.11  0.110
H  17.92  11.16  13.10  0.140
H  14.00  8.13  7.86  0.009
H  11.54  4.84  9.71  0.026
H  15.80  6.12  9.76  0.024
H  9.11  8.06  13.21  0.078
H  10.89  11.52  10.33  0.084